Here is a cluster of 3 separate species, C3H12O3S in total from OMol25. Energies are from the ωB97M-V functional and the def2-TZVPD basis.

```
19
Properties=species:S:1:pos:R:3:mulliken_spin:R:1
C -2.22 -1.08 0.24 0.426
O -1.73 -2.42 0.04 -0.227
C -1.61 -0.08 -0.73 -0.195
C -2.66 0.97 -1.13 0.204
S -1.99 2.22 -2.23 0.084
H -3.26 -1.22 0.08 0.080
H -2.03 -0.74 1.25 -0.214
H -0.78 -2.41 0.22 0.070
H -0.73 0.42 -0.31 0.288
H -1.28 -0.59 -1.62 -0.030
H -3.07 1.44 -0.24 -0.085
H -3.44 0.37 -1.62 -0.005
H -2.31 3.39 -1.67 -0.037
H 6.28 -1.45 0.86 -0.069
H 5.21 -0.34 1.06 -0.136
O 5.70 -1.05 1.51 0.287
H 2.63 0.98 1.08 -0.431
H 3.74 0.88 2.08 -0.126
O 3.57 0.69 1.14 1.114
```

Results
Energy relative to the best compared isomer or geometry (same formula, charge and spin)   0.400 eV
E   -20282.015 eV
Spin multiplicity   2
Charge   -1
Strongest force on any atom   0.0271 hartree/bohr